{"formula": "C62H53I2N2O16", "method": "wB97M-V/def2-TZVPD", "symbols": ["I", "I", "O", "O", "O", "O", "O", "O", "O", "O", "O", "O", "O", "O", "O", "O", "O", "O", "N", "N", "C", "C", "C", "C", "C", "C", "C", "C", "C", "C", "C", "C", "C", "C", "C", "C", "C", "C", "C", "C", "C", "C", "C", "C", "C", "C", "C", "C", "C", "C", "C", "C", "C", "C", "C", "C", "C", "C", "C", "C", "C", "C", "C", "C", "C", "C", "C", "C", "C", "C", "C", "C", "C", "C", "C", "C", "C", "C", "C", "C", "C", "C", "H", "H", "H", "H", "H", "H", "H", "H", "H", "H", "H", "H", "H", "H", "H", "H", "H", "H", "H", "H", "H", "H", "H", "H", "H", "H", "H", "H", "H", "H", "H", "H", "H", "H", "H", "H", "H", "H", "H", "H", "H", "H", "H", "H", "H", "H", "H", "H", "H", "H", "H", "H", "H"], "positions_angstrom": [[0.202, -4.436, -2.194], [1.805, -0.703, 0.912], [1.269, 5.275, 4.251], [-1.853, 1.011, 3.844], [0.022, -6.543, -10.737], [2.761, 10.353, 7.566], [2.932, -2.365, -9.276], [-0.804, -3.860, 7.363], [-0.365, 6.089, 7.162], [2.119, -2.164, -4.587], [-7.376, 1.998, 0.400], [-2.641, 2.750, 11.120], [0.482, 7.011, 11.524], [-4.167, 5.084, -2.471], [1.198, -8.692, -7.437], [2.442, -0.746, 4.564], [-3.040, -7.054, -4.715], [1.956, 3.371, -3.190], [-1.049, 0.766, -1.885], [-0.801, -0.414, -1.325], [-2.197, -8.411, -6.443], [-1.362, 5.816, 12.367], [0.551, 4.298, 4.160], [0.352, -7.337, -5.712], [-0.235, 6.034, 11.431], [0.225, -8.317, -6.815], [3.199, -2.840, -5.164], [-0.589, -2.075, 5.847], [2.686, -3.459, -0.049], [-2.070, -7.432, -5.340], [2.266, 8.360, 6.421], [1.167, 4.594, -3.821], [5.039, -2.779, -6.951], [3.674, -4.170, -4.785], [0.134, 8.088, 8.306], [-1.925, 3.726, 11.214], [-0.015, 5.016, 10.381], [-4.905, 4.379, -1.813], [1.696, -1.460, 5.207], [3.910, -2.148, -6.251], [-6.643, 2.706, -0.258], [0.774, 3.280, 3.107], [1.482, 7.287, 6.319], [4.792, -4.796, -5.491], [-1.131, -8.821, -7.129], [0.214, -2.692, -0.847], [0.540, 3.442, -2.841], [2.230, -4.556, -8.797], [-1.779, -0.636, -0.205], [-0.432, 2.357, -3.632], [0.689, -5.585, -10.404], [-6.375, 4.544, -1.862], [-0.061, -3.148, 6.722], [-4.366, 3.320, -0.931], [-7.182, 3.767, -1.140], [2.046, 9.378, 7.473], [2.263, -3.322, -9.612], [-5.171, 2.543, -0.211], [1.332, -2.752, 0.283], [1.453, -3.299, -10.851], [-1.359, 3.007, 4.993], [2.354, -1.920, -3.176], [-3.014, -2.427, -1.749], [-3.159, -1.232, -0.733], [-0.575, 4.082, 5.096], [-0.181, 0.996, -2.875], [-0.798, 3.945, 10.279], [-0.713, -6.928, -5.028], [-2.146, 4.744, 12.266], [0.355, 7.071, 7.254], [5.497, -4.129, -6.606], [0.918, 9.159, 8.407], [2.225, -2.532, 6.081], [1.500, -5.608, -9.165], [-1.137, 1.992, 3.942], [1.410, -3.316, 6.784], [0.941, 0.203, -3.348], [1.154, -1.086, -2.681], [-0.010, 2.209, 3.007], [0.145, -1.324, -1.631], [0.227, -1.291, 5.145], [0.723, -4.349, -11.220], [-0.142, -0.503, 4.502], [3.639, -1.125, -6.598], [1.629, 6.528, 5.552], [-1.666, -1.966, 5.813], [3.302, -2.640, 6.114], [1.779, -4.105, 7.428], [-0.641, -6.213, -4.217], [1.548, 4.299, -4.823], [2.620, -4.494, -0.462], [5.578, -2.273, -7.792], [-2.181, -2.329, -2.487], [1.352, -6.978, -5.497], [-2.187, 2.830, 5.667], [0.236, 3.763, -1.778], [6.331, -4.626, -7.154], [-1.476, 2.729, -3.508], [0.769, 9.913, 9.170], [-3.640, -0.376, -1.297], [3.316, -2.760, -0.666], [2.829, -4.555, -7.893], [0.125, -4.350, -12.122], [5.154, -5.814, -5.200], [0.909, -3.241, 1.205], [3.094, 8.536, 5.746], [-3.853, -1.456, 0.118], [0.813, 5.191, 9.705], [-0.650, 3.190, 9.517], [-4.792, 1.763, 0.439], [-0.693, 7.912, 8.981], [2.582, -2.865, -2.640], [-1.204, -9.536, -7.938], [1.602, 3.456, 2.431], [-8.259, 3.872, -1.164], [1.490, -2.387, -11.435], [-6.752, 5.324, -2.511], [-1.510, 6.571, 13.129], [1.678, 5.292, -3.114], [3.272, -1.264, -3.128], [3.253, -3.554, 0.925], [-0.056, 2.340, -4.681], [0.135, 1.453, 2.245], [-2.065, 0.345, 0.271], [-1.335, -1.227, 0.635], [-2.974, 4.568, 12.941], [1.465, -6.518, -8.582], [1.585, 0.573, -4.173], [-3.015, -3.392, -1.177], [-0.722, 4.841, 5.864], [3.188, -4.735, -3.952], [-3.288, 3.214, -0.907], [-3.964, -2.443, -2.361], [-0.740, -2.913, -0.295], [-3.195, -8.769, -6.658]], "forces_ev_per_a": [[0.0, 0.7, 0.4], [0.1, -0.6, 0.2], [-0.1, -0.6, -0.6], [0.1, 0.0, -0.1], [0.0, 0.1, 0.1], [-0.1, -0.1, 0.0], [-0.1, 0.0, -0.1], [0.1, 0.1, -0.1], [0.1, 0.5, 0.5], [0.5, -0.7, 0.9], [0.1, 0.0, -0.1], [0.1, 0.1, 0.0], [-0.1, -0.1, -0.1], [0.0, -0.1, 0.1], [-0.1, 0.1, 0.1], [-0.1, 0.0, 0.0], [0.2, 0.0, 0.0], [-2.9, -0.5, 1.4], [2.6, -1.2, -1.8], [-0.7, -1.0, 1.7], [0.1, -0.1, -0.1], [-0.2, -0.1, 0.1], [0.0, 0.1, 0.1], [0.0, 0.2, 0.2], [0.2, 0.2, 0.1], [0.1, -0.2, -0.2], [2.7, -0.5, -2.2], [0.0, 0.2, -0.2], [0.8, 0.9, 0.9], [-0.3, 0.0, 0.1], [-0.1, -0.1, 0.0], [2.2, -3.7, 3.8], [-0.6, -1.5, 1.2], [0.6, 0.6, -1.1], [-0.1, 0.0, 0.1], [-0.2, -0.2, 0.0], [0.0, -0.2, -0.1], [0.1, 0.2, -0.2], [0.1, 0.1, 0.0], [1.0, -1.7, 0.3], [-0.3, -0.1, 0.1], [0.1, -0.1, -0.2], [0.3, -0.1, -0.1], [0.0, 1.6, -1.0], [-0.2, 0.0, 0.0], [-0.8, 0.3, 1.0], [1.0, 1.1, -3.4], [0.0, -0.2, 0.1], [-1.6, -0.5, 1.3], [1.9, 0.8, 2.4], [-0.1, -0.2, -0.1], [-0.2, -0.1, 0.1], [-0.2, -0.2, 0.2], [0.0, -0.2, 0.1], [0.1, 0.2, -0.2], [0.2, 0.2, 0.0], [0.1, 0.1, 0.0], [0.3, 0.0, -0.1], [0.2, -0.8, -0.1], [-0.1, -0.1, -0.1], [0.1, 0.1, -0.1], [0.4, 0.4, -0.4], [-1.5, 0.0, 0.5], [0.6, 0.8, -1.2], [-0.4, -0.1, 0.1], [-0.3, 2.3, -2.3], [0.2, 0.1, -0.1], [0.2, 0.0, -0.1], [0.0, 0.2, 0.1], [0.1, 0.2, 0.0], [-2.5, 1.3, 1.7], [-0.2, -0.1, 0.1], [0.0, -0.1, 0.1], [0.1, 0.1, 0.2], [-0.2, 0.0, 0.2], [0.2, 0.0, -0.1], [-0.8, -2.5, 2.4], [-1.7, 3.4, -0.7], [0.1, 0.1, -0.1], [1.6, -1.5, -0.9], [-0.1, 0.0, 0.0], [0.1, 0.2, -0.1], [0.0, 0.0, 0.0], [-0.1, -1.0, 0.5], [-0.1, 0.4, 0.5], [0.0, 0.0, 0.0], [0.0, 0.0, 0.0], [0.0, 0.0, 0.0], [-0.1, 0.0, -0.1], [-1.5, 1.4, 0.2], [-0.3, 1.0, 0.1], [-0.9, -0.3, 1.0], [-0.5, -0.1, 0.8], [0.0, 0.0, 0.0], [0.0, 0.0, 0.0], [0.7, -0.6, -1.8], [-0.9, 0.5, 0.6], [0.8, -0.5, -0.3], [0.0, 0.0, 0.0], [0.5, -0.8, 0.6], [-0.5, -1.0, 0.3], [0.0, 0.0, 0.0], [0.0, 0.0, 0.0], [-0.6, 1.1, -0.1], [0.2, 0.6, -1.1], [0.0, 0.0, 0.0], [0.9, 0.0, -0.6], [0.0, 0.0, 0.0], [0.0, 0.0, 0.0], [-0.1, 0.0, 0.0], [0.0, 0.0, 0.0], [-0.5, 0.8, -0.3], [0.1, 0.0, 0.0], [0.0, 0.0, 0.0], [0.0, 0.0, 0.0], [0.0, 0.0, 0.0], [0.1, 0.0, 0.0], [0.0, 0.0, 0.0], [-1.0, 0.7, -1.8], [-0.8, -0.5, 0.3], [-0.6, 0.1, -1.0], [-0.6, -0.1, 0.8], [0.0, 0.0, 0.0], [0.9, -0.8, -0.8], [-0.2, 0.4, -1.1], [0.0, 0.0, 0.0], [0.0, -0.1, -0.1], [-0.6, -0.3, 0.8], [0.4, 0.7, -0.8], [0.1, -0.3, -0.3], [0.4, 0.6, -0.8], [0.0, 0.0, 0.0], [1.0, -0.1, 0.6], [0.9, 0.6, -0.9], [0.0, 0.0, 0.0]], "lumo_energy_ev": -4.389, "homo_lumo_gap_ha": 0.250, "e_homo_ev": -11.197, "multiplicity": 1, "charge": 1, "fmax_ev_per_a": 5.71, "e_tot_ev": -117074.0981}